# 1
Below is a cluster of 2 separate species, C2H2FN3O in total in a non-equilibrium geometry, with properties calculated with ωB97M-V with the def2-TZVPD basis set.

```
9
Properties=species:S:1:pos:R:3:mulliken_charge:R:1
F -0.833 -2.154 -0.406 -0.148
O 1.731 0.570 -0.764 -0.428
N 1.419 -0.082 1.469 -0.370
N -1.619 -0.027 -0.637 0.655
N -1.725 1.154 -0.512 -0.888
C -1.578 -1.168 -0.957 0.087
C 1.768 0.239 0.361 0.570
H 1.804 -0.246 2.335 0.239
H -0.967 1.712 -0.889 0.284
```

Summary:
- calculated total energy (hartree) = -416.56260
- LUMO (alpha / beta) (eV) = 0.6 / -2.0
- relative energy (zero: lowest compared OMol25 entry of this formula, charge and spin) (eV) = 0.628
- 2S+1 = 3
- frontier orbital gap (alpha / beta) (eV) = 7.75 / 7.83
- strongest force on any atom (eV/A) = 7.68

***

# 2
Below is an isolated molecule of C2H2FNO in a non-equilibrium geometry, with properties calculated with ωB97M-V with the def2-TZVPD basis set.

```
7
Properties=species:S:1:pos:R:3:mulliken_charge:R:1
F 1.468 -0.188 -0.690 -0.259
O -0.389 1.092 -0.580 -0.464
N 0.053 -0.573 2.347 -0.302
C 0.188 -0.313 1.249 -0.014
C 0.143 -0.052 -0.245 0.455
H -0.540 -0.911 -0.651 0.186
H -0.923 0.946 -1.430 0.398
```

Summary:
- calculated total energy (hartree) = -307.23245
- LUMO (eV) = 0.1
- structure (SMILES) = N#C[C@@H](O)F
- relative energy (zero: lowest compared OMol25 entry of this formula, charge and spin) (eV) = 0.398
- frontier orbital gap (eV) = 12.49
- strongest force on any atom (eV/A) = 4.29

***

# 3
Below is a cluster of 2 separate species, C2H2FNO in total in a non-equilibrium geometry, with properties calculated with ωB97M-V with the def2-TZVPD basis set.

```
7
Properties=species:S:1:pos:R:3:mulliken_charge:R:1
F 2.016 -0.147 0.677 -0.158
O 1.657 -0.564 -0.601 -0.387
N -0.679 0.897 -0.808 -0.320
C -0.763 0.625 0.425 -0.077
C -0.492 -0.472 -0.439 0.164
H -0.788 -1.473 -0.544 0.379
H -0.951 1.134 1.290 0.400
```

Summary:
- calculated total energy (hartree) = -306.97215
- LUMO (eV) = -0.2
- relative energy (zero: lowest compared OMol25 entry of this formula, charge and spin) (eV) = 7.481
- frontier orbital gap (eV) = 9.28
- strongest force on any atom (eV/A) = 4.92

***

# 4
Below is a cluster of 2 separate species, C2H2FNO2 in total in a non-equilibrium geometry, with properties calculated with ωB97M-V with the def2-TZVPD basis set.

```
8
Properties=species:S:1:pos:R:3:mulliken_charge:R:1
F 0.641 0.206 -0.055 -0.193
O -3.088 -0.057 -0.566 -0.318
O 3.804 1.678 -0.107 -0.352
N -1.946 -0.360 -0.698 0.143
C 1.595 0.901 0.669 -0.380
C 2.743 1.253 0.207 0.672
H 1.628 0.683 1.724 0.237
H -1.685 -1.182 -0.124 0.191
```

Summary:
- calculated total energy (hartree) = -382.33375
- LUMO (eV) = -0.3
- structure (SMILES) = O=C=CF.N=O
- relative energy (zero: lowest compared OMol25 entry of this formula, charge and spin) (eV) = 5.352
- frontier orbital gap (eV) = 8.97
- strongest force on any atom (eV/A) = 4.74

***

# 5
Below is a structure of composition C2H2FNa in a non-equilibrium geometry, with properties calculated with ωB97M-V with the def2-TZVPD basis set.

```
6
Properties=species:S:1:pos:R:3:mulliken_charge:R:1
Na 0.378 0.847 -1.832 0.862
F 2.107 -0.055 -0.856 -0.893
C -0.158 -0.599 0.706 0.042
C -1.049 0.237 0.568 -0.649
H -1.495 1.165 0.906 0.309
H 0.217 -1.595 0.508 0.328
```

Summary:
- calculated total energy (hartree) = -339.49602
- LUMO (eV) = -0.8
- relative energy (zero: lowest compared OMol25 entry of this formula, charge and spin) (eV) = 0.000
- frontier orbital gap (eV) = 8.06
- strongest force on any atom (eV/A) = 2.57

***

# 6
Below is the ion C2H2FO4P with charge -2 in a non-equilibrium geometry, with properties calculated with ωB97M-V with the def2-TZVPD basis set.

```
10
Properties=species:S:1:pos:R:3:mulliken_charge:R:1
P -1.565 -0.207 -0.034 0.848
F 2.613 -0.237 0.327 -0.334
O -1.850 -1.735 -0.186 -0.844
O -1.355 0.306 1.406 -0.820
O -2.437 0.680 -0.938 -0.820
O 1.072 1.145 -0.715 -0.448
C 0.264 -0.103 -0.709 -0.445
C 1.339 0.395 0.433 0.184
H 0.800 -0.894 -1.027 0.377
H 1.119 0.651 1.445 0.303
```

Summary:
- calculated total energy (hartree) = -819.58015
- net charge = -2
- LUMO (eV) = 6.7
- structure (SMILES) = O=P([O-])([O-])[C@H]1O[C@@H]1F
- relative energy (zero: lowest compared OMol25 entry of this formula, charge and spin) (eV) = 1.294
- frontier orbital gap (eV) = 6.02
- strongest force on any atom (eV/A) = 6.19

***

# 7
Below is a cluster of 2 separate species, C2H2FOP in total in a non-equilibrium geometry, with properties calculated with ωB97M-V with the def2-TZVPD basis set.

```
7
Properties=species:S:1:pos:R:3:mulliken_charge:R:1
P 0.656 1.568 -0.032 -0.021
F 3.242 0.777 0.012 -0.216
O 3.067 -1.385 -0.118 -0.445
C 1.109 -0.005 0.173 -0.181
C 2.500 -0.352 0.074 0.559
H 0.385 -1.294 0.835 0.267
H -0.661 1.312 0.162 0.037
```

Summary:
- calculated total energy (hartree) = -593.74744
- LUMO (eV) = -1.3
- relative energy (zero: lowest compared OMol25 entry of this formula, charge and spin) (eV) = 2.490
- frontier orbital gap (eV) = 9.46
- strongest force on any atom (eV/A) = 5.36

***

# 8
Below is a cluster of 2 separate species, C2H2I2 in total in a non-equilibrium geometry, with properties calculated with ωB97M-V with the def2-TZVPD basis set.

```
6
Properties=species:S:1:pos:R:3:mulliken_charge:R:1
I 3.819 -1.168 -0.144 -0.102
I -3.401 -0.739 -0.059 0.246
C -0.950 1.302 -0.101 -0.103
C -1.829 0.516 -0.056 -0.498
H -0.259 2.072 -0.190 0.355
H 2.619 -1.983 0.551 0.101
```

Summary:
- calculated total energy (hartree) = -672.69878
- LUMO (eV) = 0.3
- structure (SMILES) = C#CI.I
- relative energy (zero: lowest compared OMol25 entry of this formula, charge and spin) (eV) = 1.320
- frontier orbital gap (eV) = 10.06
- strongest force on any atom (eV/A) = 2.63

***

# 9
Below is a structure of composition C2H2I2S in a non-equilibrium geometry, with properties calculated with ωB97M-V with the def2-TZVPD basis set.

```
7
Properties=species:S:1:pos:R:3:mulliken_charge:R:1
I 1.649 1.740 0.028 0.173
I 1.458 -1.793 0.020 0.139
S -2.511 0.177 0.285 -0.167
C 0.474 0.032 -0.573 -0.700
C -0.806 0.028 0.368 -0.323
H -0.632 -0.120 1.443 0.350
H 0.369 -0.065 -1.571 0.527
```

Summary:
- calculated total energy (hartree) = -1070.91197
- LUMO (alpha / beta) (eV) = -1.1 / -1.1
- relative energy (zero: lowest compared OMol25 entry of this formula, charge and spin) (eV) = 0.765
- frontier orbital gap (alpha / beta) (eV) = 7.94 / 7.94
- strongest force on any atom (eV/A) = 5.37

***

# 10
Below is a structure of composition C2H2I4 in a non-equilibrium geometry, with properties calculated with ωB97M-V with the def2-TZVPD basis set.

```
8
Properties=species:S:1:pos:R:3:mulliken_charge:R:1
I 0.557 2.490 -0.049 0.152
I 3.616 -1.620 1.753 0.118
I 3.831 1.745 0.453 0.151
I 3.725 -0.890 -1.866 0.128
C -0.029 0.578 -0.452 -0.752
C 3.065 -0.250 0.109 -0.467
H 0.168 0.401 -1.560 0.291
H -0.292 -0.243 0.253 0.379
```

Summary:
- calculated total energy (hartree) = -1268.00408
- LUMO (alpha / beta) (eV) = -1.1 / -2.2
- relative energy (zero: lowest compared OMol25 entry of this formula, charge and spin) (eV) = 3.884
- frontier orbital gap (alpha / beta) (eV) = 7.60 / 5.79
- strongest force on any atom (eV/A) = 1.95

***

# 11
Below is a cluster of 2 separate species, C2H2IN in total in a non-equilibrium geometry, with properties calculated with ωB97M-V with the def2-TZVPD basis set.

```
6
Properties=species:S:1:pos:R:3:mulliken_charge:R:1
I -0.755 -1.765 1.326 0.044
N 1.239 0.114 -0.171 -0.334
C 0.213 0.114 -0.905 -0.141
C -0.159 0.096 0.448 -0.102
H -0.595 1.347 1.366 0.265
H 0.057 0.093 -2.065 0.268
```

Summary:
- calculated total energy (hartree) = -429.69368
- LUMO (eV) = -0.1
- relative energy (zero: lowest compared OMol25 entry of this formula, charge and spin) (eV) = 3.582
- frontier orbital gap (eV) = 9.47
- strongest force on any atom (eV/A) = 4.76

***

# 12
Below is a cluster of 2 separate species, C2H2IO2 in total in a non-equilibrium geometry, with properties calculated with ωB97M-V with the def2-TZVPD basis set.

```
7
Properties=species:S:1:pos:R:3:mulliken_charge:R:1
I 2.384 -0.301 0.480 -0.387
O 1.031 -2.281 3.819 -0.383
O 0.120 -3.231 1.934 -0.343
C 0.575 -2.725 2.860 0.684
C 0.183 0.162 0.415 -0.782
H 0.166 1.147 -0.114 0.159
H -0.184 -0.559 -0.363 0.052
```

Summary:
- calculated total energy (hartree) = -525.58983
- net charge = -1
- LUMO (eV) = 3.4
- relative energy (zero: lowest compared OMol25 entry of this formula, charge and spin) (eV) = 1.230
- frontier orbital gap (eV) = 5.65
- strongest force on any atom (eV/A) = 1.09

***

# 13
Below is a structure of composition C2H2InLiO2 in a non-equilibrium geometry, with properties calculated with ωB97M-V with the def2-TZVPD basis set.

```
8
Properties=species:S:1:pos:R:3:mulliken_charge:R:1
In 3.001 -1.057 -0.099 0.772
O -0.726 1.060 0.418 -0.440
O 0.193 -1.154 -0.687 -0.454
C 1.057 -0.427 -0.211 0.687
C 0.466 0.851 0.473 0.147
Li -1.706 -0.409 -0.641 0.888
H 1.152 1.527 1.019 0.396
H -3.436 -0.393 -0.272 0.005
```

Summary:
- calculated total energy (hartree) = -424.72245
- net charge = +2
- LUMO (alpha / beta) (eV) = -11.4 / -12.2
- relative energy (zero: lowest compared OMol25 entry of this formula, charge and spin) (eV) = 2.220
- frontier orbital gap (alpha / beta) (eV) = 7.39 / 7.93
- strongest force on any atom (eV/A) = 6.03

***

# 14
Below is a structure of composition C2H2LiLuO2 in a non-equilibrium geometry, with properties calculated with ωB97M-V with the def2-TZVPD basis set.

```
8
Properties=species:S:1:pos:R:3:mulliken_charge:R:1
Lu -1.643 -1.641 -0.178 2.073
O 0.472 -1.122 0.925 -0.730
O -1.011 0.497 -0.695 -0.528
C -0.081 1.005 0.027 0.230
C 0.681 0.120 0.821 0.509
Li 1.817 -2.054 1.984 0.938
H 0.162 2.070 -0.029 0.418
H -0.396 1.124 -2.856 0.090
```

Summary:
- calculated total energy (hartree) = -1469.51903
- net charge = +3
- LUMO (alpha / beta) (eV) = -16.3 / -16.3
- 2S+1 = 2
- frontier orbital gap (alpha / beta) (eV) = 5.93 / 4.19
- strongest force on any atom (eV/A) = 3.57

***

# 15
Below is the ion C2H2N with charge +1 in a non-equilibrium geometry, with properties calculated with ωB97M-V with the def2-TZVPD basis set.

```
5
Properties=species:S:1:pos:R:3:mulliken_charge:R:1
N -0.239 0.263 0.174 -0.135
C -1.610 1.100 1.867 0.041
C -1.035 1.005 0.775 0.387
H -0.567 -0.570 -0.165 0.327
H 0.776 0.141 0.501 0.381
```

Summary:
- calculated total energy (hartree) = -131.61104
- net charge = +1
- LUMO (alpha / beta) (eV) = -9.9 / -9.8
- relative energy (zero: lowest compared OMol25 entry of this formula, charge and spin) (eV) = 3.500
- frontier orbital gap (alpha / beta) (eV) = 8.54 / 8.36
- strongest force on any atom (eV/A) = 5.76

***

# 16
Below is a structure of composition C2H2N2 in a non-equilibrium geometry, with properties calculated with ωB97M-V with the def2-TZVPD basis set.

```
6
Properties=species:S:1:pos:R:3:mulliken_charge:R:1
N -0.858 0.012 0.726 -0.259
N -0.861 -0.001 -0.723 -0.259
C -0.091 0.983 -0.007 -0.017
C -0.108 -0.992 0.003 -0.026
H 0.966 1.179 0.000 0.284
H 0.952 -1.181 0.001 0.277
```

Summary:
- calculated total energy (hartree) = -186.66132
- LUMO (alpha / beta) (eV) = -0.5 / -0.5
- relative energy (zero: lowest compared OMol25 entry of this formula, charge and spin) (eV) = 5.872
- frontier orbital gap (alpha / beta) (eV) = 9.28 / 9.22
- strongest force on any atom (eV/A) = 2.93

***

# 17
Below is an isolated molecule of C2H2N2 in a non-equilibrium geometry, with properties calculated with ωB97M-V with the def2-TZVPD basis set.

```
6
Properties=species:S:1:pos:R:3:mulliken_charge:R:1
N 0.127 -0.943 -0.217 -0.198
N -2.473 0.502 -0.031 -0.356
C 0.985 -0.096 0.023 -0.199
C -1.407 0.031 -0.037 0.205
H 1.954 -0.426 0.079 0.291
H 0.816 0.934 0.183 0.258
```

Summary:
- calculated total energy (hartree) = -186.79701
- LUMO (eV) = -0.3
- structure (SMILES) = C=NC#N
- relative energy (zero: lowest compared OMol25 entry of this formula, charge and spin) (eV) = 2.180
- frontier orbital gap (eV) = 11.64
- strongest force on any atom (eV/A) = 6.04

***

# 18
Below is a cluster of 2 separate species, C2H2N2O in total in a non-equilibrium geometry, with properties calculated with ωB97M-V with the def2-TZVPD basis set.

```
7
Properties=species:S:1:pos:R:3:mulliken_charge:R:1
O -3.083 0.371 0.336 -0.424
N -0.899 1.199 0.387 -0.385
N 1.083 -0.888 0.141 -0.396
C 1.999 -1.084 -0.525 0.050
C -1.975 0.696 0.389 0.489
H 0.060 1.041 0.340 0.345
H 2.815 -1.335 -1.068 0.322
```

Summary:
- calculated total energy (hartree) = -262.13624
- LUMO (eV) = 0.7
- structure (SMILES) = N=C=O.C#N
- relative energy (zero: lowest compared OMol25 entry of this formula, charge and spin) (eV) = 0.753
- frontier orbital gap (eV) = 11.35
- strongest force on any atom (eV/A) = 3.23

***

# 19
Below is a cluster of 2 separate species, C2H2N2O in total in a non-equilibrium geometry, with properties calculated with ωB97M-V with the def2-TZVPD basis set.

```
7
Properties=species:S:1:pos:R:3:mulliken_charge:R:1
O 0.760 -1.105 0.023 -0.614
N -1.673 0.348 0.238 -0.423
N 1.140 0.028 -0.059 0.409
C 1.447 1.126 -0.051 -0.163
C -1.718 -0.750 -0.058 0.178
H 1.729 2.194 -0.033 0.366
H -1.684 -1.841 -0.059 0.247
```

Summary:
- calculated total energy (hartree) = -262.02174
- LUMO (eV) = 1.0
- structure (SMILES) = C#[N+][O-].C#N
- relative energy (zero: lowest compared OMol25 entry of this formula, charge and spin) (eV) = 3.869
- frontier orbital gap (eV) = 11.18
- strongest force on any atom (eV/A) = 2.65

***

# 20
Below is an isolated molecule of C2H2N2O in a non-equilibrium geometry, with properties calculated with ωB97M-V with the def2-TZVPD basis set.

```
7
Properties=species:S:1:pos:R:3:mulliken_charge:R:1
O 1.195 -0.875 -1.467 -0.634
N 1.431 0.878 -0.076 -0.507
N 0.823 -0.124 -0.564 0.918
C -0.451 -0.342 0.030 -0.078
C -0.677 0.651 0.862 -0.495
H -1.446 1.011 1.505 0.330
H -0.875 -1.200 -0.289 0.467
```

Summary:
- calculated total energy (hartree) = -261.88964
- LUMO (alpha / beta) (eV) = -1.2 / -0.9
- relative energy (zero: lowest compared OMol25 entry of this formula, charge and spin) (eV) = 7.464
- frontier orbital gap (alpha / beta) (eV) = 9.45 / 9.13
- strongest force on any atom (eV/A) = 3.66